Record 1
{
  "formula": "C3H3NO",
  "method": "ωB97M-V with the def2-TZVPD basis set",
  "multiplicity": 1,
  "total_charge": 0,
  "relative_energy_kj_mol": 269.7,
  "lumo_energy_ev": 0.38,
  "orbital_gap_ev": 11.161,
  "symbols": ["N", "O", "C", "H", "H", "H", "C", "C"],
  "coordinates": [[-0.056040, 1.700591, 0.875761], [-0.159050, -1.905251, -0.891562], [-0.244157, -1.069602, -0.029606], [0.517910, 0.551628, -1.261915], [1.333116, 0.335954, 0.308044], [-0.742582, -1.247584, 0.942433], [-0.974313, 1.313312, 0.211591], [0.369392, 0.306544, -0.211979]],
  "forces_ev_per_angstrom": [[-0.88, -0.29, -0.53], [-0.07, 0.48, 0.53], [0.08, -0.35, -0.36], [-0.02, -0.03, 0.15], [-0.14, -0.02, -0.05], [0.04, -0.03, -0.13], [0.63, 0.53, 0.68], [0.36, -0.29, -0.28]],
  "nbo_charge": [-0.33, -0.49, 0.43, 0.26, 0.28, 0.13, 0.15, -0.43]
}

---

Record 2
{
  "formula": "C33H32BrN5O3RuS",
  "method": "ωB97M-V with the def2-TZVPD basis set",
  "multiplicity": 2,
  "total_charge": -1,
  "relative_energy_kj_mol": 230.9,
  "lumo_energy_ev": [2.23, 2.23],
  "orbital_gap_ev": [5.092, 6.134],
  "symbols": ["H", "H", "C", "C", "H", "H", "Br", "C", "H", "H", "C", "C", "O", "H", "H", "H", "H", "C", "C", "H", "C", "H", "N", "C", "C", "H", "H", "H", "C", "H", "C", "C", "O", "H", "O", "C", "C", "C", "C", "N", "C", "S", "C", "C", "H", "H", "C", "H", "N", "C", "H", "H", "H", "N", "C", "H", "C", "C", "C", "N", "C", "H", "C", "Ru", "H", "C", "C", "H", "H", "H", "H", "H", "C", "H", "C", "C"],
  "coordinates": [[-0.801276, -1.630815, 1.928232], [3.077498, -2.025051, -0.993578], [-4.924897, -0.683085, 0.726595], [-4.027304, -1.495707, 0.063152], [0.616452, 3.263230, -0.278119], [1.444444, -2.727784, -5.047916], [-6.791718, -1.098926, 0.695247], [-3.128186, 0.723940, 1.421981], [4.050494, 2.527209, 2.178235], [-5.192555, 1.077368, 1.920032], [0.502742, -2.212481, -4.917884], [2.840636, -5.315183, -2.975018], [0.907846, 2.588502, 1.228953], [4.883140, -3.697737, -0.822133], [-1.372244, 3.769608, 7.239152], [3.225807, 0.624857, 0.608907], [2.752732, -6.248449, -3.520255], [-2.154645, -0.065962, 0.772082], [-2.672122, -1.186968, 0.093956], [0.136201, -2.150721, -7.020053], [3.949223, -5.083322, -2.171231], [0.256723, 5.045223, -2.529944], [-0.687731, 0.450728, 3.241681], [3.054684, 2.087170, 2.193081], [0.540524, -1.427957, -1.285191], [-1.989227, -1.844458, -0.431516], [-0.179533, 3.131546, 3.152381], [-1.536991, -2.602599, 3.128132], [1.831898, -4.370950, -3.075649], [2.704885, 2.087739, 3.231835], [-0.518797, 2.424802, -1.678488], [-1.027023, -0.723214, 3.670157], [2.570080, 4.024721, 0.875040], [-2.794743, -0.252348, -4.539151], [-0.981128, 1.534773, -0.938543], [-0.234670, -1.871033, -6.040000], [0.070479, -1.863960, -3.625540], [1.900052, -3.156753, -2.376057], [3.114279, 0.643523, 1.695770], [-0.910453, -1.844015, 2.920175], [-1.220378, 3.096451, 6.404472], [-1.560208, -0.807244, 5.341115], [0.826328, -2.158209, -2.417957], [-1.504852, 1.749096, 6.554040], [-1.312452, 1.589846, -3.302037], [0.960441, -4.585019, -3.681098], [-1.297815, 0.913320, 5.467209], [4.737438, -5.822723, -2.095252], [0.327862, 3.365790, -1.254214], [-0.818135, 1.404048, 4.243649], [-1.470590, -0.812147, -2.545683], [1.722995, -0.073397, 3.025838], [-2.006338, -0.914750, -6.804341], [-0.941698, 2.473940, -2.990184], [-0.543933, 2.763707, 4.102187], [1.667091, 4.901458, -1.460660], [4.027046, -3.893375, -1.458388], [0.281152, -0.710537, -0.304097], [3.020404, -2.949211, -1.555517], [1.886037, -0.071432, 2.027871], [-0.745820, 3.593647, 5.190519], [-2.813779, 1.621245, 1.950523], [-1.129722, -1.126327, -3.530479], [-0.263478, 0.647855, 0.876547], [-1.879363, 1.360926, 7.493037], [-1.863295, -0.798033, -4.655719], [-1.427972, -1.170064, -5.924697], [4.001449, 0.159502, 2.124366], [1.907597, -1.027901, 1.701633], [-4.379379, -2.365339, -0.478615], [-0.327173, 2.917739, -3.653220], [-0.534179, 4.651280, 5.094123], [0.974077, 4.346490, -2.088606], [1.556449, 3.885549, -2.894622], [2.122808, 2.983381, 1.368329], [-4.484192, 0.434977, 1.411417]],
  "forces_ev_per_angstrom": [[0.00, 0.02, -0.16], [0.00, 0.01, -0.01], [-0.02, -0.01, 0.00], [-0.07, -0.07, -0.03], [-0.01, 0.04, 0.19], [0.02, -0.04, 0.03], [0.05, 0.01, 0.00], [0.23, -0.02, -0.06], [0.00, 0.03, -0.03], [0.02, 0.00, 0.00], [-0.04, 0.03, 0.04], [0.01, -0.03, -0.01], [0.11, 0.00, 0.26], [-0.01, -0.01, -0.01], [0.00, -0.02, -0.01], [-0.01, 0.01, 0.00], [0.01, 0.01, 0.01], [-0.38, -0.03, 0.17], [0.24, 0.15, 0.09], [-0.01, 0.01, 0.01], [0.03, -0.06, -0.01], [0.00, -0.01, 0.00], [0.13, 0.07, 0.16], [-0.13, 0.03, -0.12], [0.38, -0.17, 0.16], [0.01, -0.01, -0.03], [0.02, 0.01, -0.04], [-0.02, -0.06, 0.02], [0.02, 0.07, -0.01], [-0.02, 0.01, 0.01], [0.19, 0.05, -0.01], [0.02, -0.20, -0.02], [-0.09, -0.22, 0.09], [0.02, -0.01, -0.02], [-0.06, 0.06, -0.06], [-0.01, 0.00, -0.03], [-0.13, 0.05, -0.06], [0.04, -0.04, 0.06], [-0.04, 0.09, 0.00], [0.01, -0.02, 0.17], [-0.01, 0.03, 0.05], [0.01, 0.07, -0.05], [0.01, 0.00, 0.03], [-0.01, -0.02, 0.02], [-0.01, -0.08, -0.05], [-0.01, 0.02, -0.01], [0.03, 0.04, -0.05], [-0.01, 0.01, 0.00], [-0.11, -0.07, -0.34], [-0.09, 0.06, 0.04], [0.04, -0.07, -0.13], [0.05, -0.02, 0.11], [0.01, 0.00, 0.01], [0.03, -0.02, 0.12], [-0.03, -0.12, 0.04], [-0.02, -0.01, 0.02], [0.02, 0.02, 0.02], [-0.25, 0.25, -0.06], [-0.07, -0.04, -0.03], [-0.08, -0.09, 0.04], [0.00, 0.04, -0.01], [-0.01, -0.01, -0.01], [-0.04, 0.01, 0.05], [-0.05, 0.30, -0.54], [0.01, 0.01, -0.02], [-0.01, 0.01, 0.04], [-0.02, 0.01, -0.05], [0.00, 0.01, -0.01], [0.04, -0.10, -0.07], [0.02, 0.00, 0.01], [-0.02, 0.02, 0.05], [0.00, -0.01, 0.00], [-0.01, 0.03, -0.05], [-0.01, -0.01, -0.01], [0.19, 0.00, 0.05], [-0.09, 0.01, 0.02]],
  "mulliken_spin": [-0.01, 0.02, 0.00, 0.01, 0.00, 0.01, 0.00, -0.02, 0.00, 0.00, 0.09, -0.04, 0.00, 0.00, 0.00, 0.00, 0.00, 0.02, -0.01, 0.00, 0.07, 0.00, -0.01, 0.00, 0.00, 0.00, 0.00, 0.00, 0.06, 0.00, -0.01, 0.00, 0.00, 0.00, 0.01, -0.06, -0.01, 0.03, -0.01, 0.00, 0.00, 0.00, 0.23, 0.00, 0.00, 0.00, 0.00, 0.01, 0.00, 0.00, 0.04, 0.00, 0.01, 0.00, 0.00, 0.00, -0.04, 0.20, 0.05, 0.01, 0.00, 0.00, 0.08, 0.23, 0.00, -0.07, 0.10, 0.00, 0.00, 0.00, 0.00, 0.00, 0.00, 0.00, 0.00, 0.00]
}

---

What did the first record say?
{
  "formula": "C3H3NO",
  "method": "ωB97M-V with the def2-TZVPD basis set",
  "multiplicity": 1,
  "total_charge": 0,
  "relative_energy_kj_mol": 269.7,
  "lumo_energy_ev": 0.38,
  "orbital_gap_ev": 11.161,
  "symbols": ["N", "O", "C", "H", "H", "H", "C", "C"],
  "coordinates": [[-0.056040, 1.700591, 0.875761], [-0.159050, -1.905251, -0.891562], [-0.244157, -1.069602, -0.029606], [0.517910, 0.551628, -1.261915], [1.333116, 0.335954, 0.308044], [-0.742582, -1.247584, 0.942433], [-0.974313, 1.313312, 0.211591], [0.369392, 0.306544, -0.211979]],
  "forces_ev_per_angstrom": [[-0.88, -0.29, -0.53], [-0.07, 0.48, 0.53], [0.08, -0.35, -0.36], [-0.02, -0.03, 0.15], [-0.14, -0.02, -0.05], [0.04, -0.03, -0.13], [0.63, 0.53, 0.68], [0.36, -0.29, -0.28]],
  "nbo_charge": [-0.33, -0.49, 0.43, 0.26, 0.28, 0.13, 0.15, -0.43]
}

---

Which formula does entry 1 have?
C3H3NO

---

Which of these has the lowest multiplicity?
C3H3NO

---

Which formula does entry 2 have?
C33H32BrN5O3RuS